The following is a DFT calculation (ωB97M-V with the def2-TZVPD basis set) of 2 unconnected molecules or ions with the total composition C3H10NO2.

Atoms and positions in Å:
C1 -1.39 0.73 0.53
N1 -0.02 0.29 0.23
C2 0.27 -0.36 -1.06
C3 -0.13 -1.87 -0.97
O1 0.07 -2.31 0.31
H1 -1.35 1.70 1.01
H2 -1.81 -0.06 1.15
H3 -1.98 0.66 -0.38
H4 0.35 -0.37 0.92
H5 1.28 -0.04 -1.31
H6 -0.33 0.23 -1.76
H7 0.55 -2.48 -1.60
H8 -1.17 -1.95 -1.38
H9 0.95 1.91 1.24
H10 0.96 2.57 -0.04
O2 1.24 2.77 0.87

Results
E_HOMO in Eh: -0.0943
F_max in eV Å⁻¹: 2.2
Net charge: -1
Relative energy (zero: lowest compared OMol25 entry of this formula, charge and spin) in kJ/mol: 146.0
2S+1: 1